{"formula": "C5H17NO3", "method": "ωB97M-V with the def2-TZVPD basis set", "gap_ev": 9.0743, "fmax_ha_per_bohr": 0.0486, "relative_energy_kcal_mol": 29.1, "smiles": "CCCCNCO.O.O", "species": ["C", "C", "C", "C", "N", "C", "O", "H", "H", "H", "H", "H", "H", "H", "H", "H", "H", "H", "H", "H", "O", "H", "H", "O", "H", "H"], "coordinates": [[1.394, -2.457, 0.496], [1.223, -0.933, 0.230], [1.437, -0.615, -1.239], [0.414, 0.459, -1.821], [0.528, 1.796, -1.207], [-0.379, 2.288, -0.136], [0.146, 2.097, 1.181], [0.988, -2.667, 1.520], [2.460, -2.708, 0.379], [0.690, -3.101, -0.010], [0.226, -0.612, 0.493], [1.963, -0.323, 0.806], [1.427, -1.475, -1.958], [2.424, -0.158, -1.419], [0.625, 0.553, -2.885], [-0.632, 0.143, -1.742], [1.480, 2.050, -0.999], [-0.379, 3.387, -0.107], [-1.347, 1.867, -0.363], [-0.277, 1.328, 1.599], [-1.953, 0.316, 2.219], [-1.281, 0.525, 2.891], [-1.794, -0.632, 2.074], [-3.200, -0.758, -0.127], [-2.454, -0.178, -0.326], [-3.727, -0.192, 0.449]], "nbo_charge": [-0.613, -0.409, -0.415, -0.198, -0.662, 0.089, -0.750, 0.200, 0.213, 0.212, 0.179, 0.214, 0.206, 0.196, 0.190, 0.172, 0.364, 0.177, 0.153, 0.467, -0.942, 0.470, 0.486, -0.936, 0.463, 0.474]}